#w
{"formula": "C3H13NO2", "method": "the ωB97M-V functional and the def2-TZVPD basis", "symbols": ["H", "O", "H", "H", "H", "C", "H", "H", "C", "O", "H", "H", "H", "H", "C", "N", "H", "H", "H"], "xyz": [[6.766, 1.570, -1.162], [-3.618, -4.752, -1.970], [0.686, 2.341, 0.967], [-2.235, 0.032, 0.639], [0.533, 2.169, -1.276], [-0.010, 1.324, -0.762], [-1.133, 2.304, 0.841], [0.719, 0.542, -0.970], [-1.623, -0.010, 1.535], [6.646, 0.982, -0.397], [-0.944, 1.160, -1.288], [-4.290, -5.335, -1.574], [5.727, 0.738, -0.565], [-1.442, -1.082, 1.860], [-0.195, 1.732, 0.727], [-0.231, 0.434, 1.463], [0.207, 0.565, 2.363], [-2.189, 0.391, 2.399], [-3.372, -5.106, -2.830]], "total_charge": 0, "smiles": "CCNC.O.O", "orbital_gap_ha": 0.348}

***

#x
{"formula": "C3H13NO2", "method": "the ωB97M-V functional and the def2-TZVPD basis", "symbols": ["H", "C", "H", "H", "H", "O", "O", "H", "H", "H", "H", "C", "H", "H", "H", "C", "H", "H", "N"], "xyz": [[-0.264, 1.264, -2.449], [-0.127, 1.034, 1.643], [0.759, 0.423, 1.712], [1.808, -1.923, 1.457], [-1.434, 0.512, -0.015], [2.110, -1.116, 1.026], [-1.121, -1.583, 0.523], [-1.307, -0.152, -2.202], [1.242, 0.257, -0.839], [-0.461, -0.942, -0.067], [-0.928, -2.487, 0.271], [-0.589, 1.149, 0.208], [0.363, -0.358, -2.789], [1.333, -0.888, 0.501], [0.038, 2.001, 2.117], [-0.283, 0.220, -2.129], [-0.922, 0.523, 2.181], [-0.471, 2.050, -0.377], [0.254, 0.015, -0.773]], "total_charge": 0, "smiles": "CCNC.O.O", "orbital_gap_ha": 0.398}

***

#y
{"formula": "C3H13NO2", "method": "the ωB97M-V functional and the def2-TZVPD basis", "symbols": ["C", "H", "H", "H", "N", "H", "C", "H", "H", "H", "H", "H", "H", "O", "C", "H", "H", "O", "H"], "xyz": [[-0.631, 1.002, -0.824], [-0.488, 0.337, 2.316], [-0.969, 1.656, -0.028], [1.301, -1.153, 1.241], [-1.725, 1.008, -1.764], [-1.597, 1.762, -2.425], [-1.171, -0.013, 1.555], [-1.730, -0.840, 1.982], [-1.904, 0.754, 1.323], [0.259, 1.520, -1.218], [0.010, -0.102, -0.589], [2.410, -0.373, 1.911], [-1.798, 0.148, -2.302], [2.595, -0.655, -1.332], [-0.506, -0.553, 0.310], [-1.108, -1.339, -0.125], [3.050, -1.363, -0.863], [2.197, -1.269, 1.625], [1.805, -0.526, -0.792]], "total_charge": 0, "orbital_gap_ha": 0.354}

***

#z
{"formula": "C3H13NO2", "method": "the ωB97M-V functional and the def2-TZVPD basis", "symbols": ["O", "H", "H", "H", "H", "H", "C", "C", "H", "H", "C", "O", "N", "H", "H", "H", "H", "H", "H"], "xyz": [[-1.607, -2.202, 1.760], [-1.019, -2.040, 1.018], [-0.187, 2.153, -1.290], [0.327, 0.780, 1.118], [2.856, 0.405, 1.669], [2.847, -0.431, 0.253], [-0.294, 0.032, -1.095], [0.997, -0.070, 0.995], [-1.332, 0.207, -0.417], [1.344, 1.356, -1.355], [0.294, 1.274, -1.685], [-2.481, 0.456, 0.131], [2.369, 0.287, 0.775], [-0.317, -0.811, -1.787], [0.577, -0.369, -0.073], [-2.329, -1.575, 1.606], [-3.153, 0.116, -0.475], [0.265, 1.366, -2.772], [0.842, -0.934, 1.622]], "total_charge": 0, "orbital_gap_ha": 0.254}

***

Decreasing stability: #w, #x, #y, #z

***

#w
{"formula": "C3H13NO2", "method": "the ωB97M-V functional and the def2-TZVPD basis", "symbols": ["H", "O", "H", "H", "H", "H", "O", "C", "H", "H", "H", "H", "H", "C", "H", "N", "H", "C", "H"], "xyz": [[-2.136, -1.509, -0.780], [-1.672, 0.497, 2.132], [0.208, 3.180, 0.184], [1.903, 0.419, 0.389], [1.691, -0.944, -1.886], [-1.280, 0.680, -1.538], [-0.113, 2.600, 0.930], [-0.671, 0.110, -0.752], [-1.629, 0.434, 1.181], [0.910, -0.896, 0.936], [-1.142, 1.228, 2.387], [3.025, -1.291, -0.819], [-0.452, -2.073, -1.192], [-1.027, -1.381, -0.554], [-0.229, 1.691, 0.471], [1.850, -1.289, -0.970], [0.412, 0.484, -0.651], [1.186, -0.326, 0.008], [-0.837, -1.615, 0.523]], "total_charge": 0, "orbital_gap_ha": 0.260}

***

#x
{"formula": "C3H13NO2", "method": "the ωB97M-V functional and the def2-TZVPD basis", "symbols": ["H", "N", "C", "H", "H", "O", "H", "H", "H", "C", "H", "H", "H", "H", "H", "O", "H", "C", "H"], "xyz": [[0.551, -2.347, -2.117], [0.500, -0.677, 0.413], [0.263, -1.258, -2.074], [-1.758, 0.293, 1.808], [2.173, -0.914, -0.885], [-2.008, 0.833, 2.631], [0.552, -0.741, -3.075], [0.769, -1.649, 0.721], [0.877, 0.041, 2.320], [1.192, -0.601, -0.963], [-0.840, -1.197, -1.928], [-1.666, 0.873, -1.122], [0.397, 1.242, 0.970], [-1.923, 2.235, -0.278], [1.267, 0.371, -1.407], [-2.360, 1.508, -0.811], [-1.209, 1.087, 3.136], [1.060, 0.395, 1.298], [2.164, 0.506, 1.365]], "total_charge": 0, "smiles": "CCNC.O.O", "orbital_gap_ha": 0.383}

***

Decreasing stability: #x, #w

***

#w
{"formula": "C3H5NO2", "method": "the ωB97M-V functional and the def2-TZVPD basis", "symbols": ["N", "O", "H", "O", "H", "H", "C", "H", "C", "H", "C"], "xyz": [[-0.804, 1.639, 0.294], [0.789, 0.433, -0.897], [-1.640, 0.852, 0.874], [2.410, -0.876, -1.773], [-0.741, -0.695, 1.699], [1.161, -1.510, -0.254], [-1.004, -0.559, 0.646], [-1.194, -1.507, 0.131], [-0.253, 0.478, -0.013], [-0.241, 2.505, 0.274], [1.517, -0.759, -0.982]], "total_charge": 0, "orbital_gap_ha": 0.352}

***

#x
{"formula": "C3H5NO2", "method": "the ωB97M-V functional and the def2-TZVPD basis", "symbols": ["C", "H", "C", "C", "O", "N", "H", "H", "H", "O", "H"], "xyz": [[-1.007, -0.083, 0.911], [-2.173, 0.789, -0.325], [1.064, 0.541, 0.200], [-0.408, -1.130, 0.009], [-0.067, 0.829, 0.994], [2.063, 1.285, 0.231], [2.800, 0.911, -0.362], [-0.221, -2.001, 0.648], [-1.025, -1.433, -0.839], [0.830, -0.594, -0.473], [-1.855, 0.887, -0.995]], "total_charge": 0, "orbital_gap_ha": 0.364}

***

#y
{"formula": "C3H5NO2", "method": "the ωB97M-V functional and the def2-TZVPD basis", "symbols": ["H", "H", "H", "O", "N", "O", "C", "H", "C", "C", "H"], "xyz": [[1.465, 0.965, 1.428], [1.867, 0.064, -1.575], [-0.358, -1.405, 0.926], [-0.448, -0.510, -1.012], [1.584, 0.719, 0.462], [-0.379, 1.290, 0.625], [-1.056, -1.036, 0.167], [-2.025, 0.812, -0.498], [-1.105, 0.421, -0.042], [2.000, 0.317, -0.540], [-1.912, -1.693, -0.007]], "total_charge": 0, "orbital_gap_ha": 0.302}

***

Decreasing stability: #w, #x, #y

***

#w
{"formula": "C3H5NO2", "method": "the ωB97M-V functional and the def2-TZVPD basis", "symbols": ["O", "H", "C", "H", "C", "C", "H", "N", "O", "H", "H"], "xyz": [[1.166, 0.814, 0.926], [0.592, 1.730, -0.807], [-0.148, 1.656, -1.590], [0.513, -0.215, 2.536], [-0.160, -1.645, -0.468], [0.288, 0.411, 1.658], [0.872, -1.259, -0.562], [-0.970, 1.511, -2.388], [-0.675, -1.808, 0.613], [-0.777, 0.652, 1.490], [-0.700, -1.846, -1.408]], "total_charge": 0, "smiles": "C#N.C=O.C=O", "orbital_gap_ha": 0.404}

***

#x
{"formula": "C3H5NO2", "method": "the ωB97M-V functional and the def2-TZVPD basis", "symbols": ["H", "O", "H", "C", "N", "O", "H", "H", "H", "C", "C"], "xyz": [[-1.288, -1.500, -1.107], [1.058, -1.664, 0.239], [-0.362, 1.307, -0.253], [0.945, -0.448, 0.189], [1.911, 0.397, 0.673], [-2.555, 0.051, -0.706], [2.636, -0.032, 1.227], [1.696, 1.363, 0.868], [-2.463, 0.783, -0.077], [-1.320, -0.480, -0.734], [-0.259, 0.224, -0.319]], "total_charge": 0, "smiles": "NC(=O)/C=C/O", "orbital_gap_ha": 0.370}

***

#y
{"formula": "C3H5NO2", "method": "the ωB97M-V functional and the def2-TZVPD basis", "symbols": ["C", "H", "H", "H", "O", "H", "C", "O", "N", "H", "C"], "xyz": [[1.374, 1.220, -0.082], [2.367, 1.674, 0.221], [-0.902, -0.637, 0.773], [-1.521, -3.141, 0.549], [-1.379, -2.245, 0.256], [0.322, 2.490, -1.329], [0.310, 1.671, -0.706], [0.952, 0.273, 0.814], [-0.781, 0.934, -0.514], [-0.378, -2.452, -0.456], [-0.366, 0.213, 0.474]], "total_charge": 0, "orbital_gap_ha": 0.348}

***

Decreasing stability: #x, #w, #y

***

#w
{"formula": "C3H5NO2", "method": "the ωB97M-V functional and the def2-TZVPD basis", "symbols": ["C", "O", "O", "H", "H", "C", "H", "C", "H", "H", "N"], "xyz": [[-0.367, 0.925, -0.317], [-0.818, 1.656, 2.399], [-1.132, 3.356, 1.049], [1.461, -0.337, -0.806], [-1.022, -1.358, -0.403], [0.801, 0.053, 0.074], [-0.969, -0.278, 1.268], [-0.546, -0.472, 0.236], [1.315, 0.257, 1.004], [-0.604, 1.542, -1.151], [-0.881, 2.237, 1.372]], "total_charge": 0, "orbital_gap_ha": [0.333, 0.334]}

***

#x
{"formula": "C3H5NO2", "method": "the ωB97M-V functional and the def2-TZVPD basis", "symbols": ["H", "O", "H", "H", "N", "C", "H", "C", "C", "O", "H"], "xyz": [[-0.633, 2.196, 0.818], [0.153, 1.062, -0.778], [-1.726, 0.702, 1.686], [1.616, -0.194, -1.428], [-1.142, 0.323, 0.951], [0.147, -1.416, -0.450], [-0.820, -1.460, -0.994], [-0.667, 1.269, 0.270], [0.940, -0.120, -0.570], [0.604, -2.362, 0.145], [1.527, 0.001, 0.349]], "total_charge": 0, "smiles": "[H]/N=C/OCC=O", "orbital_gap_ha": 0.389}

***

Decreasing stability: #x, #w